# 1
Computed, not measured: C31H45AsCrN5O3S2Si3 as an isolated structure, with ωB97M-V with the def2-TZVPD basis set.

XYZ file:
```
91
Properties=species:S:1:pos:R:3:forces:R:3
H 0.262 -4.151 -0.210 -0.02 0.02 -0.01
C -4.250 -0.886 -5.630 -0.21 0.20 -0.01
H -2.237 1.624 4.748 0.05 -0.03 -0.04
C 1.483 0.984 -2.151 -0.13 -0.03 0.01
H 4.366 -1.536 2.278 -0.06 -0.06 -0.01
O -3.556 -5.372 -7.867 -0.01 0.20 0.12
H 2.609 3.031 -4.608 -0.04 -0.02 0.01
Cr -0.414 -0.381 0.376 0.31 0.51 -0.21
C 3.543 -0.177 4.861 0.04 0.27 0.08
C 3.407 -2.017 2.489 0.07 -0.08 -0.13
H 0.573 4.265 3.311 -0.10 -0.03 -0.04
H -2.136 0.730 3.226 -0.01 0.05 0.01
C 4.086 2.607 2.758 0.03 -0.03 0.25
H 2.669 3.730 -0.351 -0.02 -0.01 0.08
C -2.890 -3.212 0.602 0.00 0.02 0.02
C 2.171 3.515 0.600 -0.27 0.09 -0.08
H -1.376 0.087 4.674 -0.04 0.06 -0.02
H 2.928 -2.224 1.529 0.05 -0.03 0.03
H -0.905 -2.457 -4.244 -0.06 0.06 0.03
C 0.928 3.463 -3.361 0.00 0.04 -0.04
C 1.987 2.683 -3.794 -0.02 0.03 0.03
H 0.780 -2.540 1.571 0.06 0.22 -0.12
N -1.444 -1.012 -1.249 -0.52 -0.07 -0.49
C -1.274 -1.946 1.874 -0.23 -0.69 0.43
H 4.566 3.529 2.414 -0.02 -0.07 0.02
C 3.920 0.992 0.205 0.03 -0.29 -0.10
H 0.707 4.416 -3.828 0.03 -0.08 0.02
C -1.859 -3.885 -0.048 -0.01 0.00 0.00
C -1.342 2.385 -0.471 0.13 -0.02 -0.17
H 3.072 0.844 -3.576 -0.04 0.02 0.04
C -0.539 -3.592 0.258 0.00 0.04 -0.19
C -0.833 -1.674 -2.249 0.14 0.09 0.19
H -0.438 3.656 2.006 -0.06 0.01 0.06
H 0.446 -1.274 5.122 0.03 -0.10 0.00
H 0.968 1.245 5.989 -0.01 0.11 -0.03
C -0.289 3.627 3.087 0.06 0.10 -0.19
H -3.402 -1.807 2.142 0.00 0.02 -0.03
H -4.657 0.006 -5.167 -0.01 -0.09 -0.05
H 4.574 1.629 -0.399 -0.03 -0.03 0.04
H -2.908 3.143 0.584 -0.03 0.00 0.01
H 3.050 0.504 5.555 0.08 -0.07 -0.01
C -3.180 -3.053 -6.835 -0.35 0.57 0.18
H -2.092 -4.656 -0.774 0.04 0.04 0.03
C -1.577 1.012 4.125 -0.10 -0.10 -0.01
H 3.620 -2.976 2.975 0.00 0.08 -0.04
H 4.874 1.879 2.962 -0.03 0.07 0.01
H 2.281 4.389 1.248 -0.02 -0.04 -0.07
C -4.653 -1.305 -6.898 0.12 -0.21 -0.14
C -1.410 -1.887 -3.472 0.19 -0.16 -0.06
C -2.690 -1.396 -3.715 -0.07 0.09 0.19
C 0.157 2.983 -2.312 -0.06 0.08 0.01
H -1.165 4.071 3.572 0.09 -0.03 -0.01
C 0.433 1.771 -1.691 -0.09 -0.21 0.15
H 1.105 3.385 0.396 0.17 0.06 -0.01
H 3.276 0.431 -0.477 0.23 0.12 0.15
N -0.432 1.454 -0.624 0.00 0.23 0.02
H -3.194 -0.073 -0.649 0.04 0.03 -0.02
Si 2.392 -0.941 3.626 -0.05 -0.25 -0.12
Si 2.949 2.022 1.409 0.02 0.07 -0.24
H 0.527 -2.586 3.930 0.01 0.02 0.07
H 1.638 -2.562 5.297 -0.02 0.05 -0.06
H 4.371 0.350 4.390 0.01 -0.03 0.05
C -0.234 -2.601 1.194 -0.04 -0.70 0.43
C -2.601 -2.264 1.573 -0.08 0.06 -0.15
N -2.745 -2.726 -5.614 -0.13 -0.37 -0.81
S -1.233 3.722 -1.561 -0.01 0.12 -0.02
N -4.133 -2.361 -7.503 0.34 -0.23 0.38
H 0.369 2.911 5.972 0.03 -0.07 -0.03
C -3.280 -1.660 -5.039 0.04 -0.03 0.09
O -1.836 -3.917 -8.834 -0.11 0.13 0.19
C -3.346 -0.738 -2.675 -0.06 0.00 -0.10
N -2.357 2.314 0.429 0.08 0.05 -0.11
H -5.418 -0.762 -7.445 0.04 0.00 0.01
C -2.698 -0.569 -1.475 0.17 -0.06 0.11
H 3.574 2.829 3.698 0.07 0.03 -0.07
H -4.366 -0.393 -2.788 0.07 0.02 -0.01
H -2.208 1.752 1.249 0.02 -0.08 0.20
H 4.549 0.276 0.741 -0.02 0.05 -0.07
S -2.423 -4.499 -7.644 0.24 -0.48 -0.32
H 0.162 -2.055 -2.043 0.00 0.04 0.01
H 3.961 -1.006 5.444 -0.03 0.05 -0.05
O -1.464 -4.980 -6.667 -0.10 0.20 0.08
H 1.932 2.532 5.240 -0.07 0.01 0.07
C 2.255 1.448 -3.200 0.00 -0.02 -0.04
H -1.065 -1.416 2.793 0.09 0.33 -0.10
As 1.202 0.588 2.198 0.37 0.21 0.52
Si 0.024 1.924 3.783 -0.20 0.03 0.00
H 1.681 0.019 -1.699 -0.01 0.01 -0.05
C 0.916 2.160 5.392 0.17 -0.14 0.13
C 1.124 -1.929 4.566 -0.19 -0.04 0.04
H -3.920 -3.465 0.377 0.06 0.02 0.03
```
Positions in Å, forces in eV/Å.

Its multiplicity is 5. The calculation puts the highest occupied orbital energy (alpha / beta) at -8.67 / -8.67 eV. As for the expectation value of S²: 6.03. The strongest force on any atom is 0.90 eV Å⁻¹. Its net charge is +1.


# 2
Computed, not measured: C31H45BCl2CsN9O3P as an isolated structure, with ωB97M-V with the def2-TZVPD basis set.

XYZ file:
```
93
Properties=species:S:1:pos:R:3:forces:R:3
C -0.329 -3.293 -1.488 -0.10 0.19 -0.04
C 5.036 1.298 -0.295 -0.03 0.00 -0.01
H -4.904 -4.043 4.693 0.00 0.00 0.01
C 4.343 1.359 4.182 0.00 0.01 -0.04
H -4.057 -4.968 -2.131 0.00 0.01 -0.01
H 0.263 -5.353 -1.218 -0.03 0.00 -0.02
C 0.202 -4.445 -0.616 0.07 -0.02 -0.05
C -3.362 -1.253 3.603 -0.04 -0.01 0.02
H -5.070 -4.340 2.240 0.00 0.00 0.01
H -0.556 3.376 -1.800 -0.01 0.01 -0.01
N -3.440 -1.410 2.288 -0.01 0.02 -0.04
H -2.860 -0.353 3.945 0.00 0.01 -0.02
C 3.073 0.787 3.643 -0.06 -0.05 -0.05
O 0.170 -3.159 -2.629 0.04 0.00 -0.03
O -1.183 -2.536 -0.957 -0.11 -0.40 0.03
N 2.122 3.115 0.949 0.13 0.11 0.07
C 0.274 1.184 -5.188 0.02 0.01 -0.01
C -1.407 -1.146 -4.862 -0.03 0.09 -0.04
C -4.055 -2.835 -2.392 -0.02 -0.01 0.07
C -4.574 -3.473 2.653 -0.03 -0.06 -0.05
H -3.543 1.133 -5.086 -0.01 0.02 -0.01
H 3.733 4.746 2.653 0.00 0.00 0.01
H -0.720 -0.974 2.628 0.01 -0.01 -0.01
H -4.019 -2.855 -3.472 0.01 0.00 0.01
H -1.073 -1.381 -5.874 0.02 0.01 0.00
B 3.167 2.045 1.361 0.02 0.00 0.04
N -4.075 -1.527 -0.385 0.01 -0.04 -0.01
H 0.367 1.003 -6.260 -0.04 -0.03 0.00
H 4.313 2.449 4.227 0.01 0.00 0.00
N 3.005 0.489 -0.634 -0.43 -0.16 0.01
H 5.976 0.268 -1.998 -0.01 0.00 0.00
H -2.466 2.511 -5.375 -0.01 0.00 0.00
H -2.506 1.155 -6.532 0.01 0.00 0.00
C 3.784 -0.004 -1.576 0.05 0.04 0.16
C 1.922 4.293 1.585 -0.05 -0.06 -0.09
N 1.421 0.394 2.208 -0.08 0.10 -0.14
C -4.088 -3.909 -0.268 0.02 -0.05 0.05
H 4.514 0.977 5.188 -0.01 -0.01 0.00
C 2.227 -0.130 4.233 -0.03 -0.06 0.02
H -4.031 -0.684 -2.242 0.05 -0.02 -0.04
O -1.385 0.893 -3.046 -0.37 0.38 -0.13
C -3.866 -2.167 4.518 0.01 0.03 -0.03
H -0.401 -1.304 4.338 0.01 0.01 0.01
H 4.088 2.614 1.891 -0.07 -0.01 -0.01
H 5.907 3.153 0.348 0.01 0.00 0.01
C 0.045 -1.281 3.342 0.01 0.00 -0.03
H -1.458 4.480 -0.762 0.00 0.00 0.00
N 2.562 1.087 2.426 0.15 -0.02 -0.03
C 0.567 4.111 -0.151 0.00 -0.04 0.14
H 2.310 5.675 3.152 -0.02 0.00 -0.01
C 0.929 4.969 0.906 -0.07 0.06 -0.01
H 1.078 0.665 -4.663 0.01 0.02 -0.01
H 0.348 -2.302 3.096 -0.01 0.00 0.00
C -4.487 -3.301 4.023 0.00 0.00 0.03
H 3.607 -0.682 -3.598 0.01 -0.02 0.00
Cl -1.939 1.878 1.548 0.08 0.09 0.02
H -1.470 -5.017 0.356 0.00 0.01 0.00
C -4.075 -2.653 0.327 0.01 0.00 -0.10
H 7.058 1.936 -0.220 0.00 -0.01 -0.01
C -4.052 -1.629 -1.708 -0.06 0.20 0.01
N 1.286 3.001 -0.106 0.05 -0.17 -0.16
C -4.031 -2.506 1.809 0.04 0.04 0.11
H 2.339 -0.580 5.207 -0.01 0.00 -0.01
C 3.239 -0.949 -2.604 0.14 -0.05 -0.22
H 2.146 -0.967 -2.653 0.15 0.09 0.16
C 6.135 2.087 0.339 -0.03 0.02 0.02
P -1.293 0.614 -4.502 0.29 -0.38 -0.04
Cl -3.936 2.410 -0.560 0.07 0.03 -0.13
H 1.235 -4.185 -0.363 0.00 -0.02 0.02
C 1.209 -0.345 3.283 0.10 0.02 0.07
H -3.649 0.470 0.750 0.02 0.03 -0.03
H 5.198 1.082 3.562 0.01 0.01 0.01
C -0.479 4.287 -1.205 -0.01 -0.01 0.01
H -0.701 -3.807 1.055 -0.02 0.00 -0.01
C 2.656 4.696 2.821 0.02 -0.05 0.00
H 0.520 5.936 1.156 0.00 -0.01 -0.01
N -0.538 -4.711 0.617 0.03 -0.02 0.00
C 5.101 0.477 -1.402 -0.03 -0.02 -0.12
H 3.548 -1.979 -2.415 0.02 0.01 0.03
C -4.078 -3.999 -1.648 0.01 -0.02 -0.03
H -0.244 5.120 -1.873 0.01 0.00 0.01
C -2.570 1.431 -5.479 -0.07 0.01 -0.01
H 6.306 1.782 1.373 0.00 0.01 0.00
H -3.766 -1.986 5.579 -0.01 -0.02 0.00
C -3.560 1.536 0.937 -0.19 -0.03 0.17
H 2.483 3.979 3.627 0.02 0.01 0.01
N 3.756 1.286 0.150 0.07 0.04 -0.02
H -4.266 1.883 1.683 -0.03 -0.09 0.02
H 0.362 2.253 -4.988 0.04 -0.01 0.01
H -4.063 -4.805 0.337 0.00 0.01 0.01
Cs -0.049 0.002 -0.734 0.30 0.28 0.47
H -2.448 -1.459 -4.754 0.03 -0.01 0.05
H -0.805 -1.692 -4.123 -0.02 -0.06 -0.03
```
Positions in Å, forces in eV/Å.

Its multiplicity is 1. The calculation puts the highest occupied orbital energy at -5.33 eV. The strongest force on any atom is 0.63 eV Å⁻¹. Its net charge is -1.


# 3
Computed, not measured: C31H45BI2N8PbS3 as an isolated structure in a non-equilibrium geometry, with ωB97M-V with the def2-TZVPD basis set.

XYZ file:
```
91
Properties=species:S:1:pos:R:3:forces:R:3
C 0.422 2.327 4.637 -0.22 -0.28 0.79
C -1.894 -2.227 -2.000 0.39 -0.62 -0.06
H 2.024 -0.300 3.030 -0.02 0.21 0.31
H -3.643 2.732 0.200 0.27 -0.08 0.07
H -2.819 -2.507 -3.965 0.06 0.09 -0.14
H 6.190 -1.065 -1.339 0.23 -0.71 -0.37
H -7.934 -0.604 -0.912 0.01 -0.12 -0.12
N 1.982 0.786 -1.734 -1.81 0.16 -0.66
C 0.020 -5.224 0.091 0.11 0.20 -2.29
C -0.368 -2.780 -0.196 -0.72 -1.57 0.94
H 4.522 -1.691 0.019 -0.39 0.15 0.18
H -7.282 -0.393 -3.348 1.29 1.31 -0.10
H -5.554 0.218 -3.719 -0.80 0.07 0.32
C -6.459 0.368 -3.088 -1.35 -0.13 -0.78
H 0.020 -0.295 5.549 -0.31 -0.01 -0.85
C -3.051 -2.630 -2.915 1.61 -1.01 0.71
N 0.242 -1.643 -0.188 -0.29 1.37 -1.77
H -1.008 -5.517 -0.246 0.80 0.15 0.70
H -0.556 2.592 5.047 -0.09 -0.04 -0.27
H 2.703 4.224 -3.786 -0.01 -0.27 -0.50
C -6.147 0.162 -1.671 2.68 -0.16 1.15
C 2.113 1.609 -2.853 0.38 -1.57 2.39
C 5.232 0.383 -0.166 0.25 -0.43 0.18
H -3.573 3.185 1.889 0.31 0.06 -0.22
H -1.715 2.465 3.291 0.38 -0.74 -1.06
C -1.200 2.105 2.364 -0.06 0.23 -0.03
H -1.613 -4.360 1.960 -0.17 -0.02 -0.09
N -6.953 -0.414 -0.787 0.07 -0.20 1.33
H 1.691 -2.545 1.479 0.06 -0.13 0.38
C -1.519 -3.084 -0.987 0.61 1.62 -1.16
C -0.008 1.312 2.472 -0.74 0.17 0.64
B 0.599 0.516 -1.075 2.03 0.90 0.83
C 4.134 0.913 -1.072 0.87 1.12 0.81
H -1.430 0.290 4.729 -0.25 -0.11 -0.11
C 1.616 -3.555 1.074 -0.45 0.20 0.30
H 2.198 -3.510 0.172 0.32 -0.25 -0.57
H 5.587 -1.159 1.295 0.00 0.09 0.00
S -1.158 -0.057 -3.620 0.13 -1.04 0.79
H 3.904 -0.555 1.364 0.75 -0.50 -0.93
H -0.141 -4.343 2.865 0.27 0.04 0.14
C -0.735 2.289 0.023 -0.26 -0.36 0.36
H -0.917 -2.821 2.363 0.16 0.37 0.30
C -0.667 -3.830 2.070 -0.66 -0.24 -0.35
H 2.555 1.344 3.515 -0.09 -0.72 0.29
H 4.450 3.987 -3.657 -0.68 -0.41 -0.37
H -3.980 -2.169 -2.677 -0.67 0.69 0.28
C 0.444 1.006 3.853 1.35 -0.59 0.79
H -6.845 1.410 -3.216 0.21 -0.85 -0.29
C 4.749 -0.842 0.670 -0.16 0.79 0.33
C 3.487 3.461 -3.859 0.95 0.02 0.11
H 2.071 -4.281 1.761 -0.32 0.17 -0.18
H -2.868 4.230 0.641 0.16 0.73 -0.19
H -4.141 0.044 0.909 -1.02 -0.22 -0.38
H 6.245 1.216 1.575 0.23 -0.06 -0.04
H -2.018 -4.026 -0.885 -0.24 -0.12 0.31
H 5.864 2.418 0.326 0.49 0.32 -0.23
I -5.454 5.354 -6.818 -0.03 -0.01 -0.01
C -1.633 2.484 1.137 -1.48 1.44 -0.37
C -5.029 -0.051 0.254 -0.05 0.10 -1.55
S -0.799 3.181 -1.485 0.29 -1.51 1.06
C -3.005 3.216 0.950 0.94 -1.20 0.54
H 7.401 -0.044 -0.526 -0.61 -0.06 0.01
N -0.110 -0.792 -1.248 -0.96 -1.01 0.29
N 0.643 0.826 1.463 -1.00 0.79 -1.75
H 2.207 0.046 4.782 -0.13 0.58 -0.74
N 0.205 1.332 0.230 0.41 -0.96 -1.24
H -3.142 -3.702 -2.678 -0.39 0.34 -0.55
H 0.611 -5.125 -0.886 -0.53 -0.60 1.27
N -4.930 0.381 -1.105 -1.58 -0.49 0.74
Pb -3.044 1.710 -2.422 -0.29 1.20 -0.81
C 3.282 2.426 -2.774 0.70 0.33 -0.97
H -6.810 -1.002 1.271 0.24 0.06 0.02
H 0.832 3.184 4.122 0.07 0.13 -0.46
C -1.008 -1.115 -2.217 -0.29 1.20 0.11
I -3.417 3.905 -4.606 0.20 -0.97 0.85
H 0.431 -6.017 0.709 0.06 0.03 -0.03
H -0.436 -0.965 3.913 -0.09 -0.15 0.26
C -0.424 -0.078 4.548 0.55 0.65 0.26
S 0.998 1.507 -4.109 0.37 0.76 -0.24
H 4.598 1.772 1.301 0.13 0.00 0.19
C 0.127 -3.861 0.762 0.89 0.23 0.66
H 3.554 2.952 -4.877 -0.31 0.81 1.26
C 5.541 1.511 0.805 -0.75 0.17 0.34
C 4.221 2.162 -1.811 -1.12 -1.84 -0.79
H 6.529 0.536 -1.960 -0.04 -0.18 0.55
H 1.033 2.205 5.513 0.39 -0.14 0.47
C -6.281 -0.577 0.432 0.05 0.55 -0.36
H 5.088 2.762 -1.742 0.79 0.55 0.09
C 6.420 -0.065 -1.033 0.40 0.88 -0.37
N 3.024 0.295 -0.966 -2.43 0.39 -0.55
C 1.912 0.480 3.797 -0.07 0.26 0.19
```
Positions in Å, forces in eV/Å.

Its multiplicity is 1. The calculation puts the highest occupied orbital energy (alpha / beta) at -12.10 / -12.01 eV. The strongest force on any atom is 2.92 eV Å⁻¹. Its net charge is +2.